A 8-piece molecular cluster, C22H60F2N3O18S2 overall. Source: the Open Molecules 2025 dataset; level of theory: ωB97M-V/def2-TZVPD.

Computed properties:
2S+1 = 1
HOMO level = -5.9 eV
HOMO-LUMO gap = 0.289 hartree
total charge = -1
electronic energy = -92207.490 eV
ΔE to the lowest compared entry with this formula, charge and spin = 6.339 eV
F_max = 13.09 eV Å⁻¹

CARTESIAN COORDINATES (ANGSTROEM)
N 0.084 -0.607 -1.721
S 1.367 -0.287 -1.110
O 1.445 -0.157 0.377
O 2.367 0.309 -2.002
F 1.834 -1.800 -1.223
S -0.440 1.031 -1.402
O 0.236 2.089 -2.150
O -0.876 1.339 -0.074
F -1.832 1.036 -2.170
C 4.733 -2.552 1.489
O 3.765 -3.231 0.753
C 4.270 -3.844 -0.486
C 3.016 -4.423 -1.161
N 3.008 -5.862 -1.022
C 1.872 -6.442 -1.701
C 0.574 -6.256 -0.866
O 0.818 -6.413 0.550
C -0.475 -6.275 1.182
H 5.513 -3.300 1.630
H 4.306 -2.257 2.448
H 5.067 -1.665 0.951
H 4.982 -4.665 -0.400
H 4.636 -2.945 -0.983
H 3.103 -4.075 -2.191
H 2.114 -3.967 -0.752
H 2.859 -6.224 -0.091
H 2.108 -7.449 -2.045
H 1.794 -5.943 -2.667
H -0.278 -6.894 -1.100
H 0.204 -5.285 -1.196
H -1.370 -6.614 0.660
H -0.661 -5.284 1.597
H -0.324 -6.927 2.042
C 0.121 4.909 -0.687
O -0.933 4.781 0.294
C -0.843 5.245 1.603
C -1.382 4.237 2.636
N -0.980 2.885 2.360
C -1.591 1.821 3.279
C -1.476 2.012 4.835
O -0.284 1.498 5.300
C -0.158 1.603 6.739
H 0.391 5.955 -0.833
H -0.285 4.303 -1.497
H 0.904 4.348 -0.177
H -1.429 6.161 1.668
H 0.177 5.542 1.848
H -2.431 4.429 2.863
H -0.786 4.464 3.521
H -1.211 2.583 1.424
H -1.257 0.833 2.963
H -2.615 1.649 2.948
H -2.329 1.547 5.330
H -1.459 3.068 5.103
H 0.788 1.402 7.241
H -0.799 0.885 7.251
H -0.354 2.629 7.048
C -0.773 3.323 -5.022
C -1.984 3.764 -4.164
O -2.856 4.712 -4.615
O -1.276 3.198 -6.360
H -0.247 2.540 -4.477
H -0.005 4.095 -4.970
H -1.686 3.980 -3.138
H -2.615 2.876 -4.206
H -2.693 5.361 -3.927
H -1.827 3.969 -6.514
C 4.351 4.505 -3.084
C 3.345 3.402 -2.676
O 4.069 2.367 -2.135
O 3.929 5.611 -3.895
H 5.088 4.215 -3.833
H 4.849 4.885 -2.192
H 2.794 3.053 -3.549
H 2.640 3.743 -1.918
H 3.481 1.610 -2.196
H 4.692 6.054 -4.274
C -2.731 -2.363 -1.777
C -2.375 -3.030 -0.330
O -1.544 -2.040 0.299
O -1.657 -2.511 -2.633
H -3.149 -1.358 -1.723
H -3.512 -2.939 -2.273
H -1.773 -3.932 -0.450
H -3.232 -3.125 0.337
H -0.859 -1.719 -0.292
H -1.077 -1.862 -2.229
C -5.031 0.310 -0.480
C -5.911 1.112 0.489
O -5.343 2.195 1.151
O -4.632 1.235 -1.387
H -5.572 -0.458 -1.032
H -4.085 -0.061 -0.084
H -6.569 0.599 1.191
H -6.554 1.669 -0.192
H -5.040 2.798 0.469
H -4.066 1.075 -2.146
C 1.776 -3.064 3.712
C 1.361 -2.137 2.616
O 0.190 -1.549 3.027
O 0.780 -3.879 4.121
H 1.925 -2.594 4.684
H 2.601 -3.751 3.522
H 1.326 -2.571 1.617
H 2.189 -1.465 2.394
H -0.349 -1.530 2.233
H 0.041 -3.267 4.086